<A>
The molecule C7H14NP, computed with wB97M-V/def2-TZVPD.

```
! wB97M-V def2-TZVPD RIJCOSX def2/J DEFGRID3
* xyz 0 1
P 2.331 -0.561 -0.487
N 2.080 -1.441 0.749
C 1.448 2.136 -0.685
C -2.371 -1.427 -0.248
C 0.510 0.860 1.254
C -0.945 -0.830 -0.049
C -0.211 -0.601 -1.375
C -0.911 0.393 0.970
C 1.163 0.798 -0.060
H -0.360 -1.625 0.428
H -0.549 0.339 -1.854
H 1.569 2.807 0.214
H 2.743 -2.216 0.842
H 0.454 2.432 -1.163
H -2.282 -2.259 -0.883
H 2.349 2.120 -1.357
H 0.110 -1.553 -1.818
H 0.957 0.143 1.912
H -2.888 -1.839 0.596
H -1.524 1.213 0.542
H 0.713 1.892 1.552
H -1.314 -0.023 1.836
H -3.075 -0.758 -0.912
*
```

**LUMO**: 0.0117 Eh
**HOMO-LUMO gap**: 8.2063 eV

***

<B>
A cluster of 2 separate species, C7H14NP in total, computed with wB97M-V/def2-TZVPD.

```
! wB97M-V def2-TZVPD RIJCOSX def2/J DEFGRID3
* xyz 0 1
P 2.376 0.439 0.913
N 0.264 0.111 -1.004
C -0.683 0.757 -0.348
C -1.994 0.476 -0.026
C -2.947 1.305 0.788
C -0.053 -2.267 -0.098
C 3.001 1.668 -0.392
C 0.074 -1.222 -1.272
C -0.074 -2.042 1.204
H 0.917 -1.664 -1.940
H -0.166 -3.314 -0.437
H -2.263 -0.558 -0.185
H 3.159 2.633 0.082
H -0.161 -1.055 1.686
H -0.494 1.867 -0.283
H -0.102 -3.056 1.759
H 2.116 1.728 -0.954
H -0.881 -1.179 -1.768
H 3.374 -0.705 0.520
H -3.695 1.745 0.107
H -2.250 2.233 1.170
H -3.397 0.618 1.452
H 3.877 1.479 -0.974
*
```

**LUMO (spin up / spin down)**: -0.0069 / -0.0331 Eh
**HOMO-LUMO gap (spin up / spin down)**: 8.1141 / 6.5497 eV

***

<A> ends up most stable, edging out the next structure by 40.3 kcal/mol.

***

<A>
A cluster of 2 separate species, C5H14NO2 in total, computed with wB97M-V/def2-TZVPD.

```
! wB97M-V def2-TZVPD RIJCOSX def2/J DEFGRID3
* xyz -1 1
O -2.626 0.881 1.921
O -0.618 1.555 0.639
N 0.414 0.906 -1.262
C -0.676 1.701 -0.678
C 1.364 -1.396 -1.831
C 0.450 -0.530 -0.856
C 0.758 -0.809 0.594
C 1.245 -2.219 1.008
H 0.704 -3.087 0.608
H 1.349 1.161 -0.858
H -2.718 1.577 2.516
H -1.715 1.270 1.313
H 0.812 -1.348 -2.836
H 2.316 -2.336 0.779
H 1.544 -0.054 0.887
H -0.173 -0.535 1.133
H 1.378 -2.484 -1.516
H -0.574 2.908 -0.915
H 2.370 -1.073 -1.902
H -0.513 -1.097 -1.154
H -1.696 1.214 -1.192
H 1.124 -2.428 2.069
*
```

**LUMO**: 0.1386 Eh
**HOMO-LUMO gap**: 7.5416 eV

***

<B>
A cluster of 2 separate species, C5H14NO2 in total, computed with wB97M-V/def2-TZVPD.

```
! wB97M-V def2-TZVPD RIJCOSX def2/J DEFGRID3
* xyz -1 1
O -0.676 -1.174 1.063
O -1.463 -2.885 3.078
N 0.635 0.283 -1.060
C 0.314 2.788 -1.039
C -0.011 -1.076 -1.351
C -0.390 -1.935 -0.030
C 1.935 2.938 -0.807
C -0.235 1.326 -0.477
H -1.490 -2.302 3.798
H 1.297 0.144 -0.430
H -1.394 1.231 -0.784
H 2.016 3.968 -1.208
H -0.856 -1.017 -2.042
H 0.663 -1.607 -1.860
H -0.166 3.695 -0.586
H -1.262 -2.636 -0.130
H 0.274 2.916 -2.138
H -0.206 1.332 0.641
H 2.583 2.440 -1.496
H 2.331 2.897 0.175
H 0.418 -2.438 0.380
H -1.223 -2.380 2.191
*
```

**LUMO**: 0.1369 Eh
**HOMO-LUMO gap**: 6.4437 eV

***

<C>
A cluster of 2 separate species, C5H14NO2 in total, computed with wB97M-V/def2-TZVPD.

```
! wB97M-V def2-TZVPD RIJCOSX def2/J DEFGRID3
* xyz -1 1
O 0.942 -2.568 2.521
O 0.166 -0.107 2.691
N 0.914 0.735 -0.735
C 0.549 -0.257 0.259
C -1.122 1.747 -1.630
C 0.136 0.801 -1.927
C -0.240 -1.460 -0.278
C -0.268 0.437 1.492
H -0.734 2.707 -1.115
H 0.668 1.299 -2.754
H -0.337 -0.172 -2.073
H 1.755 -2.329 2.084
H -1.770 1.258 -0.956
H 1.211 1.641 -0.444
H -1.364 0.425 1.481
H -1.302 -1.297 -0.092
H 0.194 1.485 1.548
H -0.006 -2.300 0.440
H -0.095 -1.935 -1.239
H -1.409 2.198 -2.530
H 0.544 -1.614 2.580
H 1.569 -0.694 0.674
*
```

**LUMO**: 0.1380 Eh
**HOMO-LUMO gap**: 6.7618 eV

***

<A> ends up most stable, edging out the next structure by 11.9 kcal/mol.

***

<A>
A cluster of 2 separate species, C5H14NO2 in total, computed with wB97M-V/def2-TZVPD.

```
! wB97M-V def2-TZVPD RIJCOSX def2/J DEFGRID3
* xyz -1 1
O -0.162 2.576 -2.174
O 0.560 0.339 -3.318
N 0.035 -0.659 -0.206
C -0.027 0.266 0.934
C 0.890 -0.768 -2.571
C 1.191 -0.441 -1.096
C -1.718 -0.419 2.811
C -0.263 -0.462 2.253
H 0.911 0.827 1.013
H 0.211 2.408 -1.314
H 0.200 1.813 -2.744
H 2.052 -1.008 -0.726
H 0.050 -1.502 2.100
H -2.183 -1.377 2.606
H -2.253 0.366 2.272
H 0.047 -1.495 -2.600
H -0.793 1.001 0.725
H -1.706 -0.074 3.840
H 1.483 0.611 -1.060
H 1.789 -1.252 -3.008
H 0.442 -0.245 3.069
H -0.755 -0.505 -0.806
*
```

**LUMO**: 0.1312 Eh
**HOMO-LUMO gap**: 6.5389 eV

***

<B>
A structure of composition C5H14NO2, computed with wB97M-V/def2-TZVPD.

```
! wB97M-V def2-TZVPD RIJCOSX def2/J DEFGRID3
* xyz -1 1
O 1.565 1.840 0.728
O 1.033 2.604 -1.572
N 1.609 -0.593 0.397
C -1.454 0.219 1.108
C -0.954 -1.109 0.358
C -2.095 -1.466 -0.644
C 0.357 -0.762 -0.403
C 2.216 0.781 0.373
H 2.698 0.801 -0.603
H -1.809 -1.861 -1.593
H -0.629 0.653 1.743
H 1.380 -0.746 1.379
H -2.712 -2.152 -0.274
H 0.096 0.112 -1.091
H -1.688 0.901 0.269
H 0.543 -1.673 -1.094
H 1.379 1.738 -1.727
H -2.755 -0.582 -0.799
H -2.278 -0.091 1.669
H -0.820 -1.966 0.996
H 1.121 2.594 -0.296
H 3.197 0.757 1.076
*
```

**LUMO**: 0.1372 Eh
**HOMO-LUMO gap**: 7.3908 eV

***

<A> ends up most stable, edging out the next structure by 15.8 kcal/mol.

***

<A>
A cluster of 2 separate species, C4H10O3 in total, computed with wB97M-V/def2-TZVPD.

```
! wB97M-V def2-TZVPD RIJCOSX def2/J DEFGRID3
* xyz -1 2
O 3.162 0.266 -0.368
O -1.607 -1.394 -1.632
O 0.825 -0.035 2.309
C -1.106 -0.227 -1.666
C 0.278 -0.245 0.985
C -1.361 0.890 -0.724
C -1.014 0.573 0.761
H -0.832 1.469 1.371
H 1.052 0.049 0.286
H 2.559 0.221 -1.143
H -0.779 1.737 -1.117
H -0.438 0.128 -2.494
H 2.665 -0.045 0.398
H -1.810 -0.045 1.187
H 0.076 -1.313 0.914
H -2.357 1.372 -0.573
H 0.112 -0.244 2.903
*
```

**LUMO (spin up / spin down)**: 0.1339 / 0.1318 Eh
**HOMO-LUMO gap (spin up / spin down)**: 3.5977 / 7.1053 eV

***

<B>
A cluster of 3 separate species, C4H10O3 in total, computed with wB97M-V/def2-TZVPD.

```
! wB97M-V def2-TZVPD RIJCOSX def2/J DEFGRID3
* xyz -1 2
O -0.217 -3.971 1.166
O 0.169 -0.011 1.345
O 1.803 -1.248 -1.889
C -1.315 1.796 -1.305
C -0.245 2.266 1.633
C -0.204 1.198 0.841
C -0.337 1.219 -0.627
H 1.688 -1.369 -2.850
H -0.378 -4.342 2.039
H -0.262 3.305 1.363
H -0.116 2.068 2.696
H 0.400 -4.600 0.773
H -2.116 2.279 -0.758
H -0.164 -0.682 0.829
H 0.469 0.658 -1.075
H -1.343 1.794 -2.387
H 2.169 -0.359 -1.795
*
```

**LUMO (spin up / spin down)**: 0.1251 / 0.1228 Eh
**HOMO-LUMO gap (spin up / spin down)**: 2.3818 / 9.0106 eV

***

<A> ends up most stable, edging out the next structure by 22.1 kcal/mol.

***

<A>
A structure of composition C5H6O3, computed with wB97M-V/def2-TZVPD.

```
! wB97M-V def2-TZVPD RIJCOSX def2/J DEFGRID3
* xyz 0 1
O 0.878 -0.409 1.279
O -0.551 1.416 0.854
O -0.883 -2.080 -0.262
C -0.895 -0.702 -0.190
C -0.400 0.008 1.197
C 0.145 0.211 -1.026
C 0.344 1.549 -0.269
C 1.194 0.321 -0.054
H 0.332 0.061 -2.026
H -2.016 -0.316 -0.120
H 0.297 -2.725 -0.696
H -1.230 -0.044 2.030
H 2.365 0.050 -0.178
H 0.420 2.660 -0.539
*
```

**LUMO**: -0.0130 Eh
**HOMO-LUMO gap**: 8.6079 eV

***

<B>
The molecule C5H6O3, computed with wB97M-V/def2-TZVPD.

```
! wB97M-V def2-TZVPD RIJCOSX def2/J DEFGRID3
* xyz 0 1
O 0.398 0.001 -1.940
O 2.362 -0.055 0.993
O -1.269 -0.369 -0.601
C 1.362 0.160 0.108
C 0.507 1.214 0.034
C 0.957 -0.704 -0.982
C -0.413 0.917 -1.069
C -2.002 -0.225 0.598
H -1.339 0.042 1.428
H 1.378 -1.668 -1.241
H 2.989 -0.709 0.649
H 0.362 2.003 0.751
H -2.759 0.558 0.483
H -2.533 -1.165 0.788
*
```

**LUMO (spin up / spin down)**: -0.0410 / -0.0216 Eh
**HOMO-LUMO gap (spin up / spin down)**: 6.4175 / 8.0649 eV

***

<C>
The molecule C5H6O3, computed with wB97M-V/def2-TZVPD.

```
! wB97M-V def2-TZVPD RIJCOSX def2/J DEFGRID3
* xyz 0 1
O 0.332 -0.995 3.116
O -0.531 -1.715 1.169
O 0.142 0.426 1.305
C -0.231 1.424 -0.903
C -0.030 0.187 -0.079
C 0.035 -0.744 2.005
C -0.794 -1.139 -0.090
C 1.065 0.580 -0.977
H -0.080 2.336 -0.265
H -1.885 -0.960 -0.213
H -0.808 1.561 -1.814
H -0.386 -1.712 -0.898
H 1.996 0.935 -0.613
H 1.176 -0.186 -1.742
*
```

**LUMO**: 0.0289 Eh
**HOMO-LUMO gap**: 11.3651 eV

***

<C> ends up most stable, edging out the next structure by 125.1 kcal/mol.

***

<A>
The molecule C5H6O3, computed with wB97M-V/def2-TZVPD.

```
! wB97M-V def2-TZVPD RIJCOSX def2/J DEFGRID3
* xyz 0 1
O -0.081 0.967 -0.157
O -0.990 -1.046 0.216
O 1.064 -1.015 -0.315
C -2.295 -0.560 0.310
C 0.005 -0.211 -0.070
C 2.381 -0.509 -0.286
C -2.742 0.522 -0.285
C 2.771 0.514 0.447
H -2.102 1.253 -0.673
H -2.950 -1.282 0.783
H -3.842 0.607 -0.276
H 2.998 -1.121 -0.901
H 2.005 1.170 0.847
H 3.779 0.712 0.358
*
```

**LUMO**: 0.0356 Eh
**HOMO-LUMO gap**: 10.7306 eV

***

<B>
The molecule C5H6O3, computed with wB97M-V/def2-TZVPD.

```
! wB97M-V def2-TZVPD RIJCOSX def2/J DEFGRID3
* xyz 0 1
O -0.241 -1.833 0.044
O -0.916 0.797 2.235
O -1.805 -0.078 -1.001
C -1.578 0.674 -0.060
C 1.407 0.229 -1.277
C 1.137 0.350 0.008
C 0.211 -0.829 0.827
C -0.818 0.226 1.172
H 0.875 -0.465 -1.913
H 1.652 1.031 0.671
H -0.859 -1.389 -0.673
H -2.028 1.677 0.022
H 0.769 -1.189 1.696
H 2.194 0.800 -1.748
*
```

**LUMO**: -0.0353 Eh
**HOMO-LUMO gap**: 8.5879 eV

***

<C>
The molecule C5H6O3, computed with wB97M-V/def2-TZVPD.

```
! wB97M-V def2-TZVPD RIJCOSX def2/J DEFGRID3
* xyz 0 1
O 0.313 -2.338 -0.148
O 2.375 -0.409 -0.255
O -2.349 -0.976 -0.250
C 0.102 -1.083 0.312
C -0.985 1.060 -0.080
C 1.196 -0.044 -0.058
C 0.520 1.230 -0.103
C -1.243 -0.453 -0.221
H 0.855 1.874 -0.989
H 0.927 1.762 0.709
H -1.655 1.879 -0.706
H 0.150 -1.209 1.472
H -1.446 1.165 1.001
H 1.239 -2.458 -0.684
*
```

**LUMO**: -0.0072 Eh
**HOMO-LUMO gap**: 9.4280 eV

***

<A> ends up most stable, edging out the next structure by 7.4 kcal/mol.

***

<A>
The molecule C5H6O3, computed with wB97M-V/def2-TZVPD.

```
! wB97M-V def2-TZVPD RIJCOSX def2/J DEFGRID3
* xyz 0 1
O -1.901 0.136 1.110
O 0.729 -0.301 1.606
O 0.051 -1.366 2.218
C 0.072 -1.114 -1.550
C -0.919 0.184 0.382
C 1.124 1.756 -0.097
C 0.260 0.999 0.523
C -0.903 -0.385 -1.020
H -1.839 -0.201 -1.534
H -0.720 -0.947 2.643
H 1.016 -1.240 -1.040
H 1.084 1.909 -1.164
H -0.038 -1.550 -2.533
H 1.982 2.120 0.455
*
```

**LUMO (spin up / spin down)**: -0.0251 / -0.0251 Eh
**HOMO-LUMO gap (spin up / spin down)**: 8.5450 / 8.5461 eV

***

<B>
The molecule C5H6O3, computed with wB97M-V/def2-TZVPD.

```
! wB97M-V def2-TZVPD RIJCOSX def2/J DEFGRID3
* xyz 0 1
O -0.836 1.143 -0.712
O 2.433 -0.849 0.978
O 1.240 0.886 0.433
C -1.302 0.394 0.268
C 0.277 -1.300 0.333
C 0.689 1.258 -0.728
C 1.307 -0.354 0.576
C -1.003 -0.940 -0.004
H 1.014 0.561 -1.530
H -1.172 0.324 1.426
H 0.679 -2.360 0.048
H -2.402 0.639 0.128
H 0.819 2.278 -1.087
H -1.744 -1.680 -0.128
*
```

**LUMO**: -0.0055 Eh
**HOMO-LUMO gap**: 9.8080 eV

***

<B> ends up most stable, edging out the next structure by 88.8 kcal/mol.

***

<A>
A cluster of 4 separate species, C3H15NO3 in total, computed with wB97M-V/def2-TZVPD.

```
! wB97M-V def2-TZVPD RIJCOSX def2/J DEFGRID3
* xyz 0 1
O -3.586 3.439 -0.085
O -2.320 0.647 -2.410
O 3.756 -1.503 2.033
N -0.267 -0.442 -0.314
C 1.077 -0.548 0.245
C 1.809 0.765 0.312
C -0.969 -1.721 -0.229
H 1.558 1.395 1.151
H 1.044 -0.905 1.287
H -2.021 -1.570 -0.430
H -0.425 -2.436 -0.845
H 3.946 -1.836 1.142
H -0.921 -2.144 0.791
H -4.511 3.162 -0.017
H -3.383 3.054 -0.949
H -2.506 -0.289 -2.257
H 2.884 0.583 0.421
H 4.498 -0.929 2.255
H -0.710 0.249 0.283
H 1.824 1.373 -0.595
H 1.646 -1.307 -0.285
H -2.424 0.966 -1.504
*
```

**LUMO**: 0.0239 Eh
**HOMO-LUMO gap**: 9.5087 eV

***

<B>
A cluster of 4 separate species, C3H15NO3 in total, computed with wB97M-V/def2-TZVPD.

```
! wB97M-V def2-TZVPD RIJCOSX def2/J DEFGRID3
* xyz 0 1
O 2.962 1.819 -2.261
O 0.497 4.725 2.119
O 0.016 0.380 -3.458
N 0.782 -3.137 0.597
C -1.377 -1.510 1.078
C 0.189 -1.787 0.765
C -2.032 -0.554 0.133
H 1.711 -2.884 0.867
H 0.525 -3.735 1.342
H 0.347 -1.204 -0.104
H -0.900 0.430 -3.086
H -3.050 -0.242 0.332
H -1.319 -1.208 2.212
H 0.394 -0.223 -2.857
H -1.448 0.375 0.217
H 3.164 2.502 -2.894
H -1.894 -0.962 -0.895
H 0.809 5.119 2.898
H 0.698 -1.343 1.623
H -0.179 4.093 2.430
H -1.864 -2.583 1.180
H 1.971 1.929 -2.237
*
```

**LUMO**: 0.0182 Eh
**HOMO-LUMO gap**: 10.1506 eV

***

<A> ends up most stable, edging out the next structure by 13.5 kcal/mol.